[1]
An isolated molecule of C3H2ClIN2 in a non-equilibrium geometry, computed with ωB97M-V with the def2-TZVPD basis set.

```
9
Properties=species:S:1:pos:R:3:nbo_charge:R:1
C 0.66851 0.94135 -0.19446 -0.118
C 1.96661 0.68121 -0.12843 -0.091
C 1.29661 -1.40221 0.62351 -0.064
N -0.32170 0.01810 -0.09580 -0.354
N 0.07277 -1.20648 0.35184 -0.381
Cl 3.28169 1.39805 0.46954 0.137
I 2.36656 -3.16516 0.67111 0.211
H 0.43150 1.99284 -0.40195 0.238
H -0.65436 -2.00732 0.49325 0.423
```

For the energy above the lowest of the compared OMol25 structures with the same formula, charge and spin, the calculation gives 108.7 kcal/mol. The calculation puts the LUMO energy at -0.0117 hartree. Its calculated total energy is -26740.8427 eV.

=====

[2]
A structure of composition C6H9NS in a non-equilibrium geometry, computed with ωB97M-V with the def2-TZVPD basis set.

```
17
Properties=species:S:1:pos:R:3:nbo_charge:R:1
C -0.68790 1.04353 -0.32599 -0.064
C -0.90352 0.12852 0.95004 -0.296
C 0.55672 -0.15008 1.34488 -0.478
C 1.20407 -0.34741 -0.02462 0.001
C 2.44539 -0.71615 -0.31362 -0.397
C 0.04289 -0.15523 -0.97628 -0.354
H 0.96871 2.15866 -0.07695 0.359
H -0.21096 2.88722 -0.91410 0.364
H -1.68096 1.23198 -0.71805 0.214
H -1.61972 0.40340 1.70586 0.232
H 0.59664 -1.06700 1.97864 0.232
H 0.98783 0.66570 1.88006 0.225
H 3.22661 -0.78160 0.46456 0.204
H 2.73752 -0.91657 -1.32040 0.201
H 0.19384 -0.21370 -2.04726 0.234
N -0.02793 2.30580 -0.12625 -0.830
S -1.30937 -1.20798 -0.24969 0.153
```

For the energy above the lowest of the compared OMol25 structures with the same formula, charge and spin, the calculation gives 29.7 kcal/mol. The calculation puts the LUMO energy at 0.0339 hartree. Its calculated total energy is -18691.9238 eV.

=====

[3]
A structure of composition C3H14N3OPd in a non-equilibrium geometry, computed with ωB97M-V with the def2-TZVPD basis set.

```
22
Properties=species:S:1:pos:R:3:lowdin_spin:R:1
C 0.34905 -0.25000 -2.94689 0.063
Pd 0.19788 -1.25801 -1.24589 0.641
N -0.17573 -2.43840 0.53547 0.074
H 0.96436 -2.37640 -2.08433 0.149
H 0.63833 -2.45096 1.16356 0.022
H -0.36750 -1.19298 -2.72501 0.023
H 0.83432 -0.62450 -3.84443 0.010
H 1.19470 0.02433 -2.28135 0.015
H -0.29954 0.61165 -3.07441 0.014
H -0.96304 -2.00979 1.02775 0.019
H -0.41190 -3.40902 0.29974 0.015
C -1.58364 2.22401 1.79787 0.156
N -0.20698 1.75511 1.75955 0.091
C 0.21312 0.80969 0.90571 0.183
N 1.51517 0.41541 0.97704 0.085
O -0.60652 0.22878 0.11430 0.039
H -2.20500 1.65243 1.09956 0.001
H -1.61568 3.28619 1.52854 0.035
H -1.97608 2.10623 2.81425 0.039
H 0.47703 2.17863 2.37645 0.177
H 1.85543 -0.20486 0.24870 0.020
H 2.17222 0.92245 1.55381 0.130
```

For the energy above the lowest of the compared OMol25 structures with the same formula, charge and spin, the calculation gives 0.0 kcal/mol. The calculation puts the LUMO energy (spin up / spin down) at 0.1400 / 0.1323 hartree. As for the expectation value of S²: 2.004. Its spin multiplicity is 3. Its calculated total energy is -13332.3179 eV. As for the total charge: -1.

=====

The highest calculated total energy belongs to which entry? C3H14N3OPd